# 1
Here is a 2-piece molecular cluster, C3H10N2O overall from the Open Molecules 2025 dataset. Energies are from ωB97M-V with the def2-TZVPD basis set.

As for the SMILES: [H]/N=C/NCC.O. As for the molar mass: 90.13 g/mol. The HOMO energy is -8.71 eV. The energy relative to the best compared isomer or geometry (same formula, charge and spin) comes out at 1.020 eV.

Element x y z (Å)
O1 2.67608 2.26562 2.69755
N1 -3.16064 0.01797 -1.16297
N2 -1.29292 -1.30399 -0.87001
C1 0.08630 -1.30923 -0.41382
C2 0.90623 -0.10108 -0.87923
C3 -2.20560 -0.39357 -0.43414
H1 0.07029 -1.26621 0.68127
H2 -1.47718 -1.72481 -1.76926
H3 0.53236 -2.27038 -0.67462
H4 3.46028 1.83201 3.04784
H5 -2.08649 -0.09917 0.61449
H6 -3.77290 0.62810 -0.62387
H7 2.83508 3.21026 2.79362
H8 1.96076 -0.37914 -0.90931
H9 0.80586 0.73197 -0.18446
H10 0.66249 0.16166 -1.91307

***

# 2
Here is a 2-piece molecular cluster, C3H10N2O overall in a non-equilibrium geometry from the Open Molecules 2025 dataset. Energies are from ωB97M-V with the def2-TZVPD basis set.

As for the SMILES: NC=O.CCN. As for the molar mass: 90.13 g/mol. The HOMO energy is -9.67 eV. The energy relative to the best compared isomer or geometry (same formula, charge and spin) comes out at 0.989 eV.

Element x y z (Å)
O1 -0.10525 0.09038 -2.17450
N1 0.66081 2.15616 -1.70699
N2 0.53200 -0.22045 1.63036
C1 0.82284 0.81890 -1.91047
C2 -0.98828 -2.19879 1.82418
C3 -0.82657 -0.67664 1.95761
H1 0.52181 -0.40850 0.62738
H2 -1.08652 -0.29756 2.95233
H3 -0.24939 2.58113 -1.69866
H4 -1.94948 -2.62404 2.07512
H5 0.48821 0.79726 1.58204
H6 1.45694 2.76596 -1.75070
H7 -1.66641 -0.29780 1.34869
H8 -0.80466 -2.37260 0.76816
H9 -0.05571 -2.55435 2.27444
H10 1.88940 0.54258 -1.86982

***

# 3
Here is a 2-piece molecular cluster, C3H10N2O overall in a non-equilibrium geometry from the Open Molecules 2025 dataset. Energies are from ωB97M-V with the def2-TZVPD basis set.

As for the SMILES: [H]/N=C/NCC.O. As for the molar mass: 90.13 g/mol. The HOMO energy is -8.44 eV. The energy relative to the best compared isomer or geometry (same formula, charge and spin) comes out at 1.978 eV.

Element x y z (Å)
O1 1.31705 0.67551 2.73161
N1 0.27464 -0.15737 -0.17076
N2 1.51970 -1.86282 0.41108
C1 -1.95515 0.91559 -1.11990
C2 0.50678 -1.53532 -0.28914
C3 -0.40519 0.78624 -1.11381
H1 -2.31023 0.21958 -0.34634
H2 -0.14620 -1.97257 -1.09067
H3 -0.04276 0.48018 -2.08379
H4 1.93889 -2.73294 0.50114
H5 2.23589 0.99516 2.60191
H6 0.49474 0.20652 0.72067
H7 -2.58656 0.63265 -1.93034
H8 -0.04730 1.78902 -0.90105
H9 1.49066 -0.27349 2.83552
H10 -2.28494 1.83406 -0.75614

***

# 4
Here is C3H10N2O as an isolated structure in a non-equilibrium geometry from the Open Molecules 2025 dataset. Energies are from ωB97M-V with the def2-TZVPD basis set.

As for the molar mass: 90.13 g/mol. The HOMO energy is -8.74 eV. The energy relative to the best compared isomer or geometry (same formula, charge and spin) comes out at 4.728 eV.

Element x y z (Å)
O1 -1.73534 -0.68669 -0.34523
N1 0.08742 0.81657 0.16142
N2 1.47337 -1.40380 1.50620
C1 0.07024 -1.17944 1.30235
C2 -0.34806 -0.46888 -0.07122
C3 -0.02768 1.81694 -1.58088
H1 -0.57827 1.66685 -0.37468
H2 1.87503 -1.98454 0.77806
H3 -0.74370 1.29296 -2.21152
H4 -0.46247 -2.13043 1.27223
H5 -0.33287 -0.59443 2.13119
H6 0.99028 1.60523 -1.88930
H7 0.17503 -1.00561 -0.87378
H8 1.97717 -0.52451 1.52299
H9 -2.23332 -0.11571 0.25494
H10 -0.18684 2.89550 -1.58276

***

# 5
Here is a 2-piece molecular cluster, C3H10N2O overall in a non-equilibrium geometry from the Open Molecules 2025 dataset. Energies are from ωB97M-V with the def2-TZVPD basis set.

As for the SMILES: C=CN.NCO. As for the molar mass: 90.13 g/mol. The HOMO energy is -8.73 eV. The energy relative to the best compared isomer or geometry (same formula, charge and spin) comes out at 2.537 eV.

Element x y z (Å)
O1 1.61604 -1.21701 -0.93849
N1 1.22799 -0.91703 1.46952
N2 -2.21164 0.73615 -1.29773
C1 -0.80760 1.56452 0.52618
C2 1.42610 -1.79100 0.40008
C3 -1.14490 1.42761 -0.78719
H1 0.56516 -2.38793 0.30821
H2 -0.50590 2.05334 -1.48537
H3 -2.22421 -0.22207 -0.89200
H4 2.21550 -2.46569 0.81686
H5 0.39666 -0.43339 1.46562
H6 1.17453 -0.35956 -1.01547
H7 1.89652 -0.10244 1.65095
H8 -1.39449 1.05600 1.34468
H9 0.02367 2.35123 0.79441
H10 -2.25343 0.70728 -2.36026

***

# 6
Here is the molecule C3H10N2O in a non-equilibrium geometry from the Open Molecules 2025 dataset. Energies are from ωB97M-V with the def2-TZVPD basis set.

As for the SMILES: CN[C@](C)(N)O. As for the molar mass: 90.13 g/mol. The HOMO energy is -9.35 eV. The energy relative to the best compared isomer or geometry (same formula, charge and spin) comes out at 1.756 eV.

Element x y z (Å)
O1 -1.46211 0.24163 -1.01168
N1 -1.29697 -1.24164 0.79040
N2 0.47806 -0.68845 -0.74575
C1 -0.35563 1.05501 0.99277
C2 -0.71802 -0.11472 0.08196
C3 1.65936 0.13679 -0.98406
H1 2.33021 -0.38598 -1.66635
H2 0.06189 1.87481 0.41350
H3 -0.64884 -0.39568 -1.61080
H4 2.21128 0.36875 -0.06785
H5 0.35093 0.75468 1.76914
H6 -1.27275 1.41377 1.45873
H7 -1.11518 -1.22662 1.78534
H8 -2.29346 -1.26328 0.61408
H9 1.33747 1.06655 -1.45121
H10 0.73377 -1.59562 -0.36819

***

# 7
Here is a 2-piece molecular cluster, C3H10N2O2 overall in a non-equilibrium geometry from the Open Molecules 2025 dataset. Energies are from ωB97M-V with the def2-TZVPD basis set.

As for the molar mass: 106.12 g/mol. The HOMO energy is -8.68 eV. The energy relative to the best compared isomer or geometry (same formula, charge and spin) comes out at 0.681 eV.

Element x y z (Å)
O1 1.57338 0.49038 -0.66447
O2 -0.46829 1.35947 -0.81727
N1 -0.96420 -0.58834 0.74008
N2 1.30129 2.49177 -1.79396
C1 0.00144 -0.68417 1.86625
C2 -0.89374 -1.75932 -0.21139
C3 0.80360 1.39152 -1.08011
H1 -1.87705 -0.36717 1.12953
H2 0.14362 -1.75192 -0.55129
H3 1.02653 -0.82149 1.48033
H4 -0.24940 -1.44153 2.62721
H5 -0.65081 0.27988 0.08424
H6 2.25420 2.32183 -2.08342
H7 -1.58309 -1.48783 -0.99286
H8 0.03782 0.30065 2.38106
H9 -1.13718 -2.65597 0.33773
H10 0.68187 2.92223 -2.45165

***

# 8
Here is a 2-piece molecular cluster, C3H10N2O2 overall in a non-equilibrium geometry from the Open Molecules 2025 dataset. Energies are from ωB97M-V with the def2-TZVPD basis set.

As for the SMILES: CCNC(N)=O.O. As for the molar mass: 106.12 g/mol. The HOMO energy is -10.08 eV. The energy relative to the best compared isomer or geometry (same formula, charge and spin) comes out at 0.973 eV.

Element x y z (Å)
O1 -1.34896 -0.18055 -0.00777
O2 -3.85460 1.14266 -0.39051
N1 0.68383 -0.32172 1.09815
N2 0.45668 0.99752 -0.93867
C1 2.16041 -0.36937 0.77442
C2 2.47818 -1.45841 -0.25949
C3 -0.15043 0.08613 0.04881
H1 -0.11026 1.20294 -1.79417
H2 0.22707 -1.01676 1.55492
H3 1.75517 -1.50655 -1.04139
H4 2.43800 -2.40167 0.23553
H5 2.40944 0.52595 0.35573
H6 -3.07931 0.68842 0.01408
H7 -4.06765 0.59785 -1.18229
H8 3.56540 -1.36884 -0.51917
H9 2.72139 -0.52616 1.62682
H10 0.85675 1.82720 -0.56256

***

Number 1: LUMO level 0.81 eV. Number 2: LUMO level 0.81 eV. Number 3: LUMO level 1.08 eV. Number 4: LUMO level 0.60 eV. Number 5: LUMO level 0.78 eV. Number 6: LUMO level 0.94 eV. Number 7: LUMO level 0.61 eV. Number 8: LUMO level 0.76 eV.